Here is the molecule C24H22N6O4 in a non-equilibrium geometry from the Open Molecules 2025 dataset. Energies are from wB97M-V/def2-TZVPD.

## Properties
**Frontier orbital gap**: 8.12 eV
**Total energy**: -42376.0409 eV
**HOMO level**: -8.05 eV
**SMILES**: Cc1ccc(NC(=O)C(=O)NCc2ccc(/C=N/NC(=O)c3c(C)nc4ccccn34)o2)cc1
**Relative energy (zero: lowest compared OMol25 entry of this formula, charge and spin)**: 0.275 eV

Last column: Löwdin charge in e.
Positions of all 56 atoms, in Å:
C (8.1124, 2.9765, 1.3853)  -0.0553
C (7.0314, 2.1234, 0.7958)  -0.2873
C (6.6579, 0.9327, 1.4089)  -0.0376
C (5.6519, 0.1407, 0.8910)  -0.0026
C (4.9926, 0.5354, -0.2692)  -0.2168
N (3.9708, -0.2243, -0.8423)  0.1458
C (3.4325, -1.3881, -0.4465)  -0.3723
O (3.7149, -2.0657, 0.5264)  0.0732
C (2.3289, -1.8236, -1.4218)  -0.4009
O (2.0385, -1.1586, -2.4007)  0.0695
N (1.7821, -2.9883, -1.0614)  0.0959
C (0.6706, -3.6125, -1.7483)  -0.0772
C (-0.5261, -3.7034, -0.8604)  -0.2510
C (-0.8952, -4.6465, 0.0623)  -0.0098
C (-2.0886, -4.1846, 0.6478)  0.0041
C (-2.3704, -2.9799, 0.0438)  -0.2502
C (-3.4453, -2.0493, 0.2198)  -0.0955
N (-4.3673, -2.3076, 1.0647)  0.0714
N (-5.4181, -1.5022, 1.2920)  0.0450
C (-5.7830, -0.2467, 0.8314)  -0.3985
O (-6.9748, 0.0107, 0.7489)  0.0642
C (-4.7433, 0.7336, 0.5708)  -0.1023
C (-3.5130, 0.9974, 1.1905)  -0.2778
C (-2.8217, 0.2260, 2.2526)  -0.0173
N (-2.9848, 2.1346, 0.7229)  0.1612
C (-3.8396, 2.6182, -0.1687)  -0.2617
C (-3.7608, 3.7719, -0.9569)  0.0060
C (-4.7963, 4.0644, -1.8021)  -0.0713
C (-5.9184, 3.2159, -1.8703)  -0.0594
C (-5.9831, 2.0925, -1.1010)  -0.0192
N (-4.9576, 1.8013, -0.2725)  0.0634
O (-1.4141, -2.6917, -0.8692)  0.0998
C (5.3573, 1.7256, -0.8925)  -0.0187
C (6.3651, 2.5066, -0.3618)  -0.0464
H (7.7275, 3.5257, 2.2451)  0.0833
H (8.4809, 3.6965, 0.6590)  0.0734
H (8.9435, 2.3632, 1.7275)  0.0780
H (7.1652, 0.6188, 2.3095)  0.1144
H (5.3728, -0.7800, 1.3755)  0.1002
H (3.5491, 0.1422, -1.6947)  0.1431
H (2.1313, -3.3944, -0.2008)  0.1458
H (0.4473, -2.9815, -2.6131)  0.1333
H (0.9618, -4.6138, -2.0810)  0.1349
H (-0.3774, -5.5574, 0.2841)  0.1114
H (-2.6749, -4.6558, 1.4078)  0.1107
H (-3.4035, -1.1598, -0.4103)  0.1361
H (-6.1956, -2.0147, 1.6984)  0.1528
H (-3.5337, -0.3075, 2.8775)  0.0813
H (-2.1406, -0.5029, 1.8116)  0.0751
H (-2.2351, 0.9124, 2.8573)  0.0852
H (-2.8859, 4.3934, -0.8696)  0.1150
H (-4.7636, 4.9485, -2.4192)  0.1043
H (-6.7366, 3.4541, -2.5297)  0.1043
H (-6.8238, 1.4166, -1.0942)  0.1244
H (4.8476, 2.0343, -1.7941)  0.1127
H (6.6384, 3.4278, -0.8558)  0.1102


Here is the ion C5H9N2O2 with charge +1 in a non-equilibrium geometry from the Open Molecules 2025 dataset. Energies are from wB97M-V/def2-TZVPD.

## Properties
**Frontier orbital gap**: 9.92 eV
**Total energy**: -12394.8634 eV
**HOMO level**: -13.67 eV
**SMILES**: Cn1cc[n+](C)c1OO
**Charge**: +1
**Relative energy (zero: lowest compared OMol25 entry of this formula, charge and spin)**: 6.092 eV

Last column: Löwdin charge in e.
Positions of all 18 atoms, in Å:
C (-1.0026, 2.1570, -0.0715)  0.0167
N (-0.0174, 1.1267, 0.1034)  -0.0469
C (1.3896, 1.2081, 0.0950)  0.0453
C (1.8417, -0.0969, 0.0946)  -0.0109
N (0.8166, -0.9902, 0.1142)  -0.0333
C (0.9032, -2.4046, -0.1238)  0.0606
C (-0.2731, -0.1773, 0.0707)  -0.1811
O (-1.5345, -0.8225, -0.1235)  -0.0010
O (-2.8868, -0.1882, 0.0639)  0.0798
H (-2.0867, 1.8928, -0.1945)  0.1055
H (-0.7703, 2.7907, 0.7996)  0.1119
H (-0.6901, 2.6682, -1.1390)  0.1707
H (1.8062, 2.1211, 0.1399)  0.1011
H (2.9217, -0.2444, 0.0478)  0.1533
H (1.2945, -2.5202, -1.0536)  0.0827
H (1.5260, -2.6717, 0.7997)  0.1547
H (-0.0479, -2.8076, 0.0310)  0.0850
H (-3.1902, -1.0409, 0.3461)  0.1057


Here is the molecule C9H7NO2 in a non-equilibrium geometry from the Open Molecules 2025 dataset. Energies are from wB97M-V/def2-TZVPD.

## Properties
**Frontier orbital gap**: 10.01 eV
**Total energy**: -15025.7991 eV
**HOMO level**: -9.80 eV
**SMILES**: O=C1CC(c2ccccc2)=NO1
**Relative energy (zero: lowest compared OMol25 entry of this formula, charge and spin)**: 6.511 eV

Last column: Löwdin charge in e.
Positions of all 19 atoms, in Å:
O (3.9718, 0.3538, 0.5746)  0.1851
C (2.9298, 0.0916, 0.1965)  -0.5890
C (1.5763, 0.5409, 0.8476)  -0.0083
C (0.5970, -0.0151, -0.0678)  -0.2735
C (-0.7917, 0.0011, -0.0699)  -0.1976
C (-1.6288, -1.1058, 0.4539)  0.0006
C (-2.9371, -1.0346, 0.3999)  -0.1451
C (-3.6246, 0.0758, 0.1390)  -0.0761
C (-2.9452, 1.1507, -0.3329)  -0.0380
C (-1.5259, 1.0664, -0.4984)  0.0018
N (1.2072, -0.7771, -1.0699)  0.2097
O (2.6032, -0.5382, -0.8679)  0.0337
H (1.0775, 0.2211, 1.9613)  0.2076
H (1.4769, 1.7105, 1.0637)  0.1731
H (-1.1592, -2.0501, 0.5835)  0.1111
H (-3.4188, -1.8695, 0.8489)  0.1121
H (-4.7766, 0.0981, 0.2102)  0.1472
H (-3.0368, 2.0003, -0.4571)  -0.0304
H (-1.1108, 2.1783, -0.7826)  0.1760


Here is a cluster of 2 separate species, C7H6ClFN3 in total in a non-equilibrium geometry from the Open Molecules 2025 dataset. Energies are from wB97M-V/def2-TZVPD.

## Properties
**Frontier orbital gap**: 8.90 eV
**Total energy**: -27058.0632 eV
**HOMO level**: -13.80 eV
**Charge**: +1
**Relative energy (zero: lowest compared OMol25 entry of this formula, charge and spin)**: 1.252 eV

Last column: Löwdin charge in e.
Positions of all 18 atoms, in Å:
C (1.1773, 2.1662, 0.0862)  0.0103
C (1.2855, 0.7626, -0.0140)  0.0293
C (-0.1037, 2.7641, -0.0749)  -0.0600
C (0.1146, -0.0161, 0.0794)  -0.1036
C (-1.1560, 0.6625, -0.0509)  -0.1946
C (-1.1648, -2.0362, -0.1409)  -0.0313
C (-2.4497, -0.0219, 0.0447)  -0.6519
N (-1.1612, 1.9918, -0.0449)  0.1394
N (-2.2657, -1.3831, -0.2516)  0.1013
N (-0.0061, -1.4230, 0.0657)  0.1743
F (-2.6237, -0.0862, 1.8668)  -0.2548
Cl (-3.9605, 0.5518, -0.3685)  0.9120
H (2.0358, 2.8471, 0.2811)  0.1348
H (2.3496, 0.3779, -0.1090)  0.1487
H (-0.1493, 3.7751, -0.1830)  0.0936
H (-1.2290, -3.1029, -0.4241)  0.1952
H (-3.1214, -1.9383, -0.3244)  0.1791
H (0.7768, -2.0473, -0.0308)  0.1781


Which value of HOMO level does entry 1 give?
-8.05 eV


frontier orbital gap of number 1 (C24H22N6O4)?
8.12 eV


Which value of frontier orbital gap does entry 2 give?
9.92 eV


Which of these has the highest total energy?
C5H9N2O2